Formula: C30H69F4N6O15P4
Source: the Open Molecules 2025 dataset
Level of theory: wB97M-V/def2-TZVPD

Results
Kohn-Sham gap = 7.30 eV
maximum force = 8.25 eV Å⁻¹
LUMO level = -3.73 eV

ORCA input file:
```
! wB97M-V def2-TZVPD RIJCOSX def2/J DEFGRID3
* xyz 1 1
C 2.24 -3.49 -2.69
P 1.48 -2.74 -1.17
C 1.73 -3.90 0.26
N -0.24 -2.34 -1.35
C -0.74 -3.23 -2.31
N -1.12 -4.40 -1.88
C -1.69 -5.46 -2.72
C -0.61 -6.40 -3.35
C -0.68 -6.52 -4.90
C -2.12 -6.74 -5.47
C -2.55 -5.51 -6.34
N -3.36 -5.93 -7.51
N -0.89 -3.00 -3.69
C -1.11 -1.57 -4.04
C -0.82 -1.44 -5.56
F -1.19 -2.62 -6.15
F -1.65 -0.52 -6.10
C 0.64 -1.18 -5.97
F 1.46 -2.21 -5.61
F 0.66 -1.16 -7.34
C -0.23 -0.64 -3.14
C -0.27 0.85 -3.58
C 1.02 1.64 -3.29
N 2.20 1.27 -3.54
C -0.54 -0.90 -1.64
C 0.41 -0.07 -0.68
C -0.12 1.37 -0.32
N -0.78 1.40 1.01
C -1.98 -0.53 -1.21
O -2.96 -1.47 -1.66
C -3.32 -2.33 -0.57
O -4.02 -3.45 -1.01
C -5.22 -3.08 -1.71
C -6.29 -2.48 -0.75
O -6.35 -1.05 -0.89
H 2.54 -2.67 -3.35
H 3.18 -3.97 -2.34
H 1.66 -4.29 -3.19
H 1.78 -4.94 -0.11
H 0.94 -3.77 1.02
H 2.71 -3.69 0.71
H -1.04 -4.57 -0.88
H -2.31 -6.09 -2.05
H -2.39 -5.05 -3.46
H 0.38 -5.97 -3.06
H -0.63 -7.41 -2.92
H -0.15 -5.65 -5.34
H -0.09 -7.41 -5.17
H -2.86 -6.91 -4.66
H -2.09 -7.59 -6.16
H -3.07 -4.74 -5.74
H -1.61 -5.11 -6.77
H -4.35 -5.78 -7.31
H -3.15 -5.26 -8.25
H -0.04 -3.37 -4.13
H -2.18 -1.33 -3.90
H 1.03 -0.20 -5.67
H 0.82 -0.99 -3.31
H -1.14 1.35 -3.12
H -0.46 0.98 -4.67
H 0.88 2.63 -2.82
H 2.17 0.35 -4.00
H 1.39 0.10 -1.15
H 0.51 -0.57 0.30
H 0.79 1.99 -0.20
H -0.70 1.86 -1.11
H -0.58 2.30 1.43
H -1.78 1.39 0.81
H -2.29 0.46 -1.59
H -1.98 -0.55 -0.11
H -2.41 -2.73 -0.08
H -3.90 -1.71 0.14
H -5.65 -4.02 -2.10
H -5.04 -2.44 -2.59
H -7.28 -2.95 -0.88
H -5.93 -2.67 0.28
H -5.70 -0.77 -1.54
C 3.58 2.95 -0.40
O 3.46 2.19 0.80
P 3.88 2.96 2.24
O 3.15 4.25 2.00
O 5.46 3.02 1.80
C 6.16 1.77 1.68
O 4.26 3.19 3.86
C 4.75 4.48 4.23
H 3.67 2.25 -1.23
H 2.68 3.55 -0.55
H 4.46 3.59 -0.39
H 6.43 1.61 0.64
H 5.56 0.93 2.03
H 7.07 1.82 2.28
H 3.91 5.15 4.41
H 5.41 4.89 3.47
H 5.30 4.36 5.16
C 2.34 8.39 3.09
O 3.27 9.36 3.57
P 3.47 9.47 5.24
O 3.58 8.00 5.53
O 1.94 10.05 5.41
C 1.66 11.34 4.86
O 3.88 10.05 6.76
C 3.30 9.39 7.88
H 2.02 8.70 2.10
H 2.83 7.41 3.02
H 1.46 8.31 3.74
H 0.96 11.23 4.03
H 2.56 11.84 4.48
H 1.21 11.97 5.63
H 3.88 8.51 8.14
H 2.26 9.12 7.69
H 3.33 10.09 8.72
C -0.52 -0.14 3.95
O -0.76 -1.53 4.14
P -2.22 -1.96 4.86
O -3.12 -1.07 4.05
O -1.77 -1.29 6.29
C -0.68 -1.90 6.99
O -3.40 -2.89 5.61
C -4.54 -2.20 6.11
H 0.56 0.01 3.87
H -0.99 0.19 3.02
H -0.89 0.45 4.79
H 0.16 -1.20 7.01
H -0.35 -2.83 6.53
H -0.99 -2.11 8.02
H -5.27 -2.05 5.32
H -4.27 -1.25 6.56
H -4.99 -2.84 6.88
*
```

Formula: C40H50InN3Sb2
Source: the Open Molecules 2025 dataset
Level of theory: wB97M-V/def2-TZVPD

Results
Kohn-Sham gap = 7.06 eV
maximum force = 0.28 eV Å⁻¹
relative energy (zero: lowest compared OMol25 entry of this formula, charge and spin) = 0.9 kcal/mol
LUMO level = -5.81 eV

ORCA input file:
```
! wB97M-V def2-TZVPD RIJCOSX def2/J DEFGRID3
* xyz 2 1
In 0.28 -1.07 0.45
C -1.75 1.78 -1.75
C -0.67 2.77 -2.17
C 0.73 2.46 -1.65
Sb 0.83 3.33 0.34
C 1.98 5.05 -0.14
C 2.65 5.70 0.90
C 3.36 6.86 0.64
C 3.40 7.39 -0.65
C 2.71 6.75 -1.67
C 2.00 5.59 -1.42
C 2.32 2.24 1.40
C 3.69 2.42 1.22
C 4.60 1.85 2.11
C 4.15 1.09 3.18
C 2.79 0.90 3.37
C 1.88 1.47 2.49
Sb -1.70 0.91 0.21
C -3.23 -0.54 0.04
C -4.20 -0.49 -0.97
C -5.19 -1.46 -1.02
C -5.23 -2.48 -0.08
C -4.27 -2.53 0.93
C -3.28 -1.57 0.98
C -2.45 2.16 1.71
C -2.52 1.69 3.02
C -3.07 2.50 4.00
C -3.55 3.76 3.67
C -3.48 4.22 2.36
C -2.92 3.42 1.37
H -1.72 0.89 -2.39
H -2.76 2.19 -1.85
H -0.97 3.78 -1.87
H -0.67 2.78 -3.27
H 1.51 2.91 -2.27
H 0.92 1.38 -1.64
H 2.63 5.30 1.90
H 3.89 7.35 1.44
H 3.95 8.29 -0.84
H 2.73 7.17 -2.67
H 1.47 5.11 -2.24
H 4.06 3.04 0.41
H 5.66 2.02 1.97
H 4.86 0.67 3.88
H 2.43 0.33 4.22
H 0.81 1.39 2.70
H -4.19 0.30 -1.71
H -5.95 -1.41 -1.80
H -6.01 -3.22 -0.12
H -4.31 -3.32 1.67
H -2.54 -1.62 1.78
H -2.16 0.70 3.28
H -3.13 2.14 5.02
H -3.98 4.39 4.44
H -3.86 5.20 2.11
H -2.85 3.80 0.36
C 3.37 -1.09 0.76
N 2.39 -1.51 -0.27
C 2.81 -0.98 -1.58
C 2.35 -3.00 -0.30
C 1.64 -3.57 0.91
C 2.02 -4.80 1.42
C 1.32 -5.36 2.49
C 0.25 -4.68 3.05
C -0.13 -3.45 2.55
C 0.55 -2.90 1.47
H 4.34 -1.54 0.54
H 3.04 -1.43 1.74
H 3.46 -0.01 0.76
H 3.79 -1.37 -1.85
H 2.87 0.11 -1.52
H 2.09 -1.26 -2.35
H 3.38 -3.38 -0.37
H 1.81 -3.31 -1.19
H 2.87 -5.33 1.00
H 1.63 -6.31 2.89
H -0.28 -5.11 3.89
H -0.96 -2.92 3.01
C -0.45 -4.78 -3.84
C -1.26 -3.80 -3.00
C -2.14 -4.54 -2.00
C -2.11 -2.90 -3.91
N -0.24 -3.02 -2.24
N -0.79 -1.90 -1.53
H -1.12 -5.45 -4.38
H 0.19 -5.39 -3.20
H 0.16 -4.26 -4.58
H -2.85 -5.18 -2.53
H -2.73 -3.87 -1.38
H -1.52 -5.17 -1.36
H -2.74 -3.52 -4.55
H -1.49 -2.29 -4.56
H -2.79 -2.26 -3.34
H 0.43 -2.64 -2.91
H -1.57 -2.28 -0.98
H -1.24 -1.25 -2.17
*
```

Formula: C5H5O3
Source: the Open Molecules 2025 dataset
Level of theory: wB97M-V/def2-TZVPD

Results
Kohn-Sham gap = 8.30 eV
maximum force = 1.32 eV Å⁻¹
LUMO level = -7.19 eV

ORCA input file:
```
! wB97M-V def2-TZVPD RIJCOSX def2/J DEFGRID3
* xyz 1 1
C 1.89 0.50 0.28
C 3.13 0.44 0.62
H 3.77 -0.36 0.22
H 3.56 1.20 1.28
C 0.58 0.64 -0.08
C 0.28 1.27 -1.26
O -1.99 0.46 -0.82
C -1.64 -0.04 0.21
O -0.37 0.03 0.70
O -2.38 -0.83 0.95
H 1.08 1.45 -1.98
H -0.74 1.58 -1.50
H -1.91 -1.18 1.71
*
```